(1)
Computed, not measured: one molecule with the formula C7H17N3O3S at a distorted geometry, with ωB97M-V with the def2-TZVPD basis set.

Energy relative to the best compared isomer or geometry (same formula, charge and spin) ... 6.6 kcal per mole
Lowest unoccupied orbital energy ... 0.02 eV
SMILES string ... CC(C)[C@@](N)(C(N)=O)S(=O)(=O)N(C)C
Frontier orbital gap ... 0.3281 Eh

Each atom is followed by the atoms it is bonded to, with distances in Å.
CARTESIAN COORDINATES (ANGSTROEM)
1 C 3.08231 -0.05587 0.67269  C2 1.522, H15 0.994, H16 1.003, H17 1.018
2 C 1.76892 0.67165 0.42502  C1 1.522, C3 1.587, C4 1.531, H18 1.119
3 C 2.23630 2.14287 0.05652  C2 1.587, H19 1.086, H20 1.002, H21 1.124
4 C 0.79222 -0.05745 -0.50074  C2 1.531, N5 1.392, C6 1.494, S9 2.225
5 N 0.80780 0.21573 -1.86521  C4 1.392, H22 1.033, H23 1.007
6 C 0.29575 -1.39904 -0.06821  C4 1.494, N7 1.428, O8 1.225
7 N 0.32709 -1.88282 1.27485  C6 1.428, H24 0.993, H25 0.997
8 O -0.20882 -2.22796 -0.81593  C6 1.225
9 S -1.05722 0.85130 0.33881  C4 2.225, O10 1.448, O11 1.414, N12 1.657
10 O -1.05705 0.77774 1.78484  S9 1.448
11 O -1.16359 2.17735 -0.14173  S9 1.414
12 N -2.44066 0.05902 -0.11366  S9 1.657, C13 1.456, C14 1.394
13 C -2.75050 -1.09439 0.71942  N12 1.456, H26 1.012, H27 1.031, H28 1.080
14 C -2.85545 0.12615 -1.44250  N12 1.394, H29 0.991, H30 1.219, H31 1.057
15 H 3.01814 -1.02425 0.88974  C1 0.994
16 H 3.56069 0.37900 1.43938  C1 1.003
17 H 3.68314 -0.08502 -0.14837  C1 1.018
18 H 1.38598 0.59563 1.47324  C2 1.119
19 H 2.40360 2.10181 -1.01616  C3 1.086
20 H 1.50751 2.81800 0.18591  C3 1.002
21 H 3.07222 2.38910 0.76626  C3 1.124
22 H 0.25707 1.03025 -2.18324  N5 1.033
23 H 0.75007 -0.60104 -2.45168  N5 1.007
24 H 0.36802 -1.12904 1.91989  N7 0.993
25 H -0.12206 -2.75504 1.45137  N7 0.997
26 H -2.23367 -1.12786 1.58839  C13 1.012
27 H -3.75424 -1.11030 0.95271  C13 1.031
28 H -2.67797 -2.10799 0.35262  C13 1.080
29 H -2.24945 0.75594 -1.90946  C14 0.991
30 H -2.91822 -0.94007 -2.02960  C14 1.219
31 H -3.82794 0.50662 -1.60518  C14 1.057

=====

(2)
Computed, not measured: an isolated ion of composition C7H17N4O and charge +1 at a distorted geometry, with ωB97M-V with the def2-TZVPD basis set.

Charge ... +1
Energy relative to the best compared isomer or geometry (same formula, charge and spin) ... 0.0 kcal per mole
Lowest unoccupied orbital energy ... -2.34 eV
SMILES string ... N/C=N/[C@@H](N)OC[C@@H]1CCC[NH2+]1
Frontier orbital gap ... 0.4070 Eh

Each atom is followed by the atoms it is bonded to, with distances in Å.
CARTESIAN COORDINATES (ANGSTROEM)
1 N -2.74890 -0.72414 -1.79791  C2 1.324, H13 1.006, H14 1.007
2 C -2.69985 -0.27726 -0.55279  N1 1.324, N3 1.286, H15 1.093
3 N -1.60169 -0.02984 0.06865  C2 1.286, C4 1.449
4 C -1.54781 0.27283 1.48471  N3 1.449, N5 1.463, O6 1.406, H16 1.108
5 N -1.13171 -0.96072 2.15186  C4 1.463, H17 1.014, H18 1.015
6 O -0.60668 1.25516 1.83956  C4 1.406, C7 1.408
7 C 0.44556 1.62378 0.97911  O6 1.408, C8 1.546, H19 1.101, H20 1.092
8 C 1.49584 0.54095 0.64295  C7 1.546, C9 1.541, N12 1.492, H21 1.092
9 C 2.37929 0.95922 -0.54887  C8 1.541, C10 1.530, H22 1.089, H23 1.086
10 C 1.87212 0.11721 -1.72122  C9 1.530, C11 1.521, H24 1.091, H25 1.086
11 C 1.51895 -1.19331 -1.03566  C10 1.521, N12 1.470, H26 1.090, H27 1.091
12 N 0.84183 -0.71694 0.17938  C8 1.492, C11 1.470, H28 1.136, H29 1.022
13 H -3.63272 -0.86530 -2.25626  N1 1.006
14 H -1.90529 -0.87390 -2.32658  N1 1.007
15 H -3.66606 -0.13157 -0.06377  C2 1.093
16 H -2.51956 0.66028 1.84822  C4 1.108
17 H -1.91281 -1.59177 2.28963  N5 1.014
18 H -0.77442 -0.71259 3.06944  N5 1.015
19 H 0.02436 2.00051 0.03402  C7 1.101
20 H 0.94664 2.45184 1.48514  C7 1.092
21 H 2.09499 0.33064 1.53116  C8 1.092
22 H 3.42231 0.71925 -0.34936  C9 1.089
23 H 2.31269 2.02431 -0.75234  C9 1.086
24 H 0.98052 0.56546 -2.16181  C10 1.091
25 H 2.61772 -0.00297 -2.50195  C10 1.086
26 H 0.85165 -1.83190 -1.61369  C11 1.090
27 H 2.42046 -1.75597 -0.78730  C11 1.091
28 H -0.23479 -0.45040 -0.06718  N12 1.136
29 H 0.75736 -1.40287 0.93287  N12 1.022

=====

(3)
Computed, not measured: a 2-piece molecular cluster, C7H17NO overall at a distorted geometry, with ωB97M-V with the def2-TZVPD basis set.

Energy relative to the best compared isomer or geometry (same formula, charge and spin) ... 110.1 kcal per mole
Lowest unoccupied orbital energy ... 0.85 eV
SMILES string ... CCN(C)C(C)=O.CC
Frontier orbital gap ... 0.3370 Eh

Each atom is followed by the atoms it is bonded to, with distances in Å.
CARTESIAN COORDINATES (ANGSTROEM)
1 C -2.30325 -1.48494 0.30642  C2 1.649, H8 1.067, H9 1.166, H10 1.089
2 C -1.22370 -0.34432 -0.19576  C1 1.649, N3 1.565, H11 1.192, H12 1.187
3 N 0.16272 -1.06726 -0.26223  C2 1.565, C4 1.519, C5 1.455
4 C 0.68127 -1.39708 1.12667  N3 1.519, H13 1.167, H14 1.048, H15 1.030
5 C 1.17899 -0.78271 -1.26357  N3 1.455, C6 1.512, O7 1.213
6 C 1.04839 -1.69187 -2.46411  C5 1.512, H16 1.004, H17 1.177, H18 1.055
7 O 1.97073 0.12695 -1.13608  C5 1.213
8 H -2.25598 -2.19532 -0.48870  C1 1.067
9 H -3.16893 -0.83103 0.73365  C1 1.166
10 H -1.90433 -2.13139 1.08732  C1 1.089
11 H -1.51304 0.00290 -1.29831  C2 1.192
12 H -0.81240 0.53860 0.48261  C2 1.187
13 H 0.11873 -0.84859 1.98890  C4 1.167
14 H 0.27975 -2.36366 1.18481  C4 1.048
15 H 1.67766 -1.59762 1.29567  C4 1.030
16 H 1.80724 -1.49222 -3.09050  C6 1.004
17 H 0.93728 -2.78957 -2.05387  C6 1.177
18 H 0.11979 -1.71717 -2.96436  C6 1.055
19 C 0.72939 2.24496 0.42643  C20 1.514, H21 1.042, H22 1.217, H23 1.083
20 C 0.04061 3.29337 1.27443  C19 1.514, H24 1.101, H25 1.052, H26 1.088
21 H 1.31811 2.70924 -0.29713  C19 1.042
22 H 1.46930 1.72274 1.23881  C19 1.217
23 H 0.07337 1.55144 -0.08526  C19 1.083
24 H -0.97350 3.52644 0.91363  C20 1.101
25 H 0.56543 4.20550 1.29230  C20 1.052
26 H -0.02367 2.81260 2.24825  C20 1.088